[1]
This record from OMol25 describes C2Br4S2 as an isolated structure. The level of theory is ωB97M-V/def2-TZVPD.

* highest occupied orbital energy: -9.7 eV
* gap between HOMO and LUMO: 8.97 eV
* E: -11168.59998 hartree
* ΔE to the lowest compared entry with this formula, charge and spin: 0.000 eV

Each line ends with the Mulliken charge.
Element x y z (Å)
C  -1.23450  -0.05631  0.03866  -0.039
C  1.27736  0.05742  0.00909  -0.079
S  0.03252  -0.06939  1.35907  0.033
S  0.04131  -0.06735  -1.36224  0.032
Br  -2.44477  -1.52519  -0.01068  0.016
Br  -2.31635  1.57495  -0.01092  0.001
Br  2.29189  1.67260  -0.01143  0.033
Br  2.35255  -1.58673  -0.01155  0.003

Cartesian forces, eV/Å:
1.2 0.7 -0.9
-1.3 -1.1 -0.2
-0.1 0.2 -0.6
-0.6 0.2 1.4
0.0 -0.4 0.1
0.2 -0.1 0.1
0.2 -0.1 0.1
0.3 0.6 0.1

[2]
This record from OMol25 describes C24H33FeIN5O3S as an isolated structure. The level of theory is ωB97M-V/def2-TZVPD.

* total charge: +1
* highest occupied orbital energy: -11.0 eV
* gap between HOMO and LUMO: 8.59 eV
* E: -3393.35819 hartree
* ΔE to the lowest compared entry with this formula, charge and spin: 0.157 eV

Each line ends with the Mulliken charge.
Element x y z (Å)
Fe  -0.07138  -0.04752  0.22088  0.216
C  2.75094  -0.37146  0.33898  -0.719
C  2.63339  1.07583  -0.11891  -0.809
N  1.23399  1.52677  0.02528  -0.033
C  0.70691  2.30643  -1.11038  -0.833
C  0.46290  1.37198  -2.28834  -0.661
N  -0.19612  0.12188  -1.82824  -0.068
C  0.40927  -1.10301  -2.38722  -0.953
C  1.75867  -1.34897  -1.72517  -0.598
N  1.65278  -1.16686  -0.25518  -0.092
H  3.73623  -0.77425  0.08520  0.434
H  2.62775  -0.42646  1.42149  0.343
H  3.31501  1.70402  0.45597  0.470
H  2.92784  1.17788  -1.16322  0.277
H  1.13078  2.06308  0.87951  0.409
H  -0.24060  2.72953  -0.78235  0.356
H  1.37183  3.12550  -1.39879  0.468
H  -0.14258  1.87863  -3.04037  0.501
H  1.40027  1.10432  -2.77654  0.264
H  -1.17860  0.14227  -2.07817  0.351
H  -0.25915  -1.92964  -2.14737  0.362
H  0.51572  -1.05610  -3.47492  0.461
H  2.10027  -2.35575  -1.96882  0.513
H  2.51700  -0.66845  -2.11059  0.278
H  1.66674  -2.08235  0.17811  0.389
C  -4.94575  -3.51984  1.54376  -1.054
C  -5.20359  -2.24038  2.32836  -0.470
C  -4.12168  -1.18917  2.11634  -1.018
N  -2.84050  -1.63467  2.66803  0.167
C  -1.76072  -1.95785  1.99378  0.483
S  -1.65342  -1.85741  0.28319  -0.634
N  -0.63941  -2.37914  2.65083  0.122
C  -0.22337  -2.27506  3.99618  0.112
O  0.95217  -2.11443  4.20573  -0.592
C  -1.23102  -2.42224  5.07767  0.060
C  -2.19207  -3.43148  5.03132  0.265
C  -3.07822  -3.58406  6.08576  -0.551
C  -3.01334  -2.72386  7.17447  -0.518
C  -2.05080  -1.72389  7.22344  -0.805
C  -1.14754  -1.58042  6.18285  -0.439
H  -5.73136  -4.25299  1.72231  0.391
H  -3.99586  -3.97831  1.82770  0.212
H  -4.90642  -3.31990  0.47201  0.272
H  -5.28822  -2.45933  3.39753  0.317
H  -6.15653  -1.79834  2.03062  0.379
H  -4.37956  -0.25468  2.61552  0.349
H  -3.96984  -0.98457  1.05885  0.510
H  -2.80317  -1.70886  3.67643  0.119
H  0.14688  -2.48281  2.02747  0.098
H  -2.23436  -4.10127  4.18027  0.415
H  -3.81413  -4.37650  6.06191  0.470
H  -3.71050  -2.84031  7.99352  0.419
H  -1.99772  -1.06435  8.07904  0.442
H  -0.37339  -0.82486  6.21509  0.617
I  -4.11104  3.62542  6.97106  0.123
C  -3.09088  2.82143  5.34307  -0.121
C  -1.94262  2.06859  5.55763  -0.660
C  -1.27340  1.52390  4.47443  -0.289
C  -1.74688  1.73450  3.18359  0.082
C  -2.88968  2.49998  2.97670  -0.419
C  -3.56678  3.04316  4.05626  -0.593
C  -1.06079  1.10037  2.03378  0.809
O  -0.13063  0.25656  2.22648  -0.668
O  -1.40480  1.34616  0.84027  -0.728
H  -1.57523  1.91149  6.56242  0.420
H  -0.38197  0.92779  4.62140  0.684
H  -3.24403  2.65943  1.96678  0.493
H  -4.45882  3.63374  3.89984  0.408

Cartesian forces, eV/Å:
0.7 0.4 -0.8
0.0 0.0 0.0
0.0 -0.1 0.1
-0.2 -0.2 0.1
0.0 0.0 0.0
0.0 0.0 0.0
-0.1 -0.1 0.1
0.0 0.0 0.1
0.0 -0.1 0.0
-0.2 0.1 0.2
0.0 0.0 0.0
0.0 0.0 0.0
0.0 0.0 0.0
0.0 0.0 0.0
0.0 0.0 0.0
0.0 0.0 0.0
0.0 0.0 0.0
0.0 0.0 0.0
0.0 0.0 0.0
0.0 0.0 0.0
0.0 0.0 0.0
0.0 0.0 0.0
0.0 0.0 0.0
0.0 0.0 0.0
-0.1 0.0 0.0
0.0 0.0 0.0
0.0 0.0 0.0
0.0 0.0 0.0
0.0 0.1 0.0
-0.1 0.0 0.0
0.1 0.0 0.0
-0.1 -0.5 0.0
0.1 0.2 -0.1
0.0 0.0 0.0
0.0 0.0 0.0
0.0 0.0 0.0
0.0 0.0 0.0
0.0 0.0 0.0
0.0 0.0 0.0
0.0 0.0 0.0
0.0 0.0 0.0
0.0 0.0 0.0
0.0 0.0 0.0
0.0 0.0 0.0
0.0 0.0 0.0
0.0 0.0 0.0
0.0 0.0 0.0
0.0 0.0 0.0
0.0 0.1 0.0
0.0 0.0 0.0
0.0 0.0 0.0
0.0 0.0 0.0
0.0 0.0 0.0
0.0 0.0 0.0
0.0 0.0 0.0
0.0 0.0 0.0
0.0 0.0 0.0
0.0 0.0 0.0
0.0 0.0 0.0
0.0 0.0 0.0
0.0 0.0 0.0
0.0 -0.1 0.0
0.1 0.2 0.0
-0.2 -0.2 0.1
0.0 0.0 0.0
0.0 0.0 0.0
0.0 0.0 0.0
0.0 0.0 0.0

Question: Which value of gap between HOMO and LUMO does entry 2 give?
Answer: 8.59 eV

Question: What is the formula in the second record?
Answer: C24H33FeIN5O3S

Question: The highest gap between HOMO and LUMO belongs to which entry?
Answer: C2Br4S2

Question: The lowest highest occupied orbital energy belongs to which entry?
Answer: C24H33FeIN5O3S